Version one
The following is a quantum chemistry calculation of a cluster of 2 separate species, C3H6O3 in total, from the OMol25 dataset.

Last column: natural (NBO) charge in e.
CARTESIAN COORDINATES (ANGSTROEM)
O  -1.155  1.200  0.774  -0.707
C  -1.139  -0.140  0.419  -0.159
C  0.198  -0.785  0.515  0.018
O  0.647  -0.449  -1.781  -0.622
C  1.180  0.376  -1.003  0.586
O  1.066  1.590  -0.830  -0.672
H  -0.568  1.669  0.145  0.510
H  -1.615  -0.361  -0.541  0.220
H  -1.694  -0.696  1.203  0.238
H  0.332  -1.805  0.170  0.238
H  0.812  -0.449  1.347  0.223
H  1.916  -0.140  -0.263  0.127

HOMO-LUMO gap (spin up / spin down) in eV: 7.8 / 7.8
Highest occupied orbital energy (spin up / spin down) in eV: -10.1 / -10.0
Charge: 0

---

Version two
The following is a quantum chemistry calculation of a cluster of 2 separate species, C3H6O3 in total, from the OMol25 dataset.

Last column: natural (NBO) charge in e.
CARTESIAN COORDINATES (ANGSTROEM)
C  -0.428  -0.739  -0.733  0.866
C  1.061  0.936  0.353  -0.602
C  -0.234  0.680  -0.390  -0.511
O  0.182  -1.647  -1.449  -0.196
O  -1.211  -1.566  -1.350  -0.189
O  -0.801  -1.146  1.540  -1.016
H  2.014  0.594  -0.332  0.198
H  1.192  0.348  1.244  0.259
H  1.188  1.872  0.789  0.231
H  -0.232  1.282  -1.386  0.242
H  -1.065  1.022  0.205  0.284
H  -1.666  -1.635  1.510  0.434

HOMO-LUMO gap (spin up / spin down) in eV: 8.8 / 8.8
Highest occupied orbital energy (spin up / spin down) in eV: -9.1 / -9.2
Charge: 0

---

Version three
The following is a quantum chemistry calculation of a cluster of 2 separate species, C3H6O3 in total, from the OMol25 dataset.

Last column: natural (NBO) charge in e.
CARTESIAN COORDINATES (ANGSTROEM)
O  -0.784  -0.504  2.584  -0.527
C  -0.662  0.555  1.926  0.419
C  0.488  1.429  2.084  -0.729
H  -1.378  1.070  1.299  0.113
H  1.076  1.091  2.849  0.242
H  0.141  2.507  2.006  0.234
H  1.251  1.159  1.284  0.248
O  -0.563  -0.406  -3.254  -0.607
C  0.056  -1.180  -2.505  0.616
O  0.440  -2.348  -2.985  -0.661
H  -0.055  -1.033  -1.411  0.147
H  -0.010  -2.339  -3.877  0.504

SMILES: CC=O.O=CO
HOMO-LUMO gap in eV: 10.8
Highest occupied orbital energy in eV: -10.2
Charge: 0

---

Version four
The following is a quantum chemistry calculation of a structure of composition C3H6O3, from the OMol25 dataset.

Last column: natural (NBO) charge in e.
CARTESIAN COORDINATES (ANGSTROEM)
C  -0.928  -0.386  0.988  -0.117
C  0.114  -0.760  -0.168  -0.138
C  -0.189  -0.696  -1.476  -0.418
O  0.753  1.055  0.594  -0.117
O  -0.374  0.534  1.830  -0.272
O  1.188  2.290  0.093  -0.378
H  2.140  2.110  -0.014  0.467
H  -1.839  -0.006  0.506  0.164
H  -1.102  -1.339  1.507  0.208
H  0.954  -1.357  0.170  0.203
H  0.328  -1.311  -2.203  0.203
H  -1.046  -0.134  -1.829  0.194

HOMO-LUMO gap (spin up / spin down) in eV: 8.2 / 8.5
Highest occupied orbital energy (spin up / spin down) in eV: -9.4 / -9.2
Charge: 0

---

version three ends up most stable, edging out the next structure by 0.0914 hartree.

---

Version one
The following is a quantum chemistry calculation of a cluster of 2 separate species, C3H6O3 in total, from the OMol25 dataset.

Last column: natural (NBO) charge in e.
CARTESIAN COORDINATES (ANGSTROEM)
O  -0.008  -0.831  0.270  -0.530
C  -0.835  -0.659  1.128  0.447
C  -0.754  0.531  2.063  -0.725
H  -1.420  -1.520  1.488  0.107
H  -1.457  0.511  2.897  0.218
H  0.233  0.484  2.524  0.243
H  -0.873  1.435  1.469  0.240
O  -0.267  -0.107  -2.788  -0.573
C  0.841  0.303  -2.618  0.650
O  1.747  -0.207  -1.763  -0.681
H  1.286  1.188  -3.086  0.103
H  1.505  -1.128  -1.583  0.501

SMILES: CC=O.O=CO
HOMO-LUMO gap in eV: 10.9
Highest occupied orbital energy in eV: -10.0
Charge: 0

---

Version two
The following is a quantum chemistry calculation of the molecule C3H6O3, from the OMol25 dataset.

Last column: natural (NBO) charge in e.
CARTESIAN COORDINATES (ANGSTROEM)
C  -0.174  0.062  0.362  -0.044
C  -0.802  -1.056  -0.462  -0.634
C  1.309  0.162  0.089  0.754
O  1.791  1.317  -0.330  -0.644
O  -0.777  1.323  0.119  -0.737
O  1.937  -0.646  0.762  -0.600
H  1.039  1.903  -0.537  0.510
H  -1.635  1.350  0.553  0.492
H  0.177  -0.416  1.435  0.248
H  -1.820  -1.250  -0.127  0.209
H  -0.824  -0.780  -1.518  0.211
H  -0.221  -1.969  -0.346  0.236

SMILES: C[C@H](O)C(=O)O
HOMO-LUMO gap in eV: 10.7
Highest occupied orbital energy in eV: -10.2
Charge: 0

---

version one ends up most stable, edging out the next structure by 0.0119 hartree.

---

Version one
The following is a quantum chemistry calculation of the molecule C3H6O3, from the OMol25 dataset.

Last column: natural (NBO) charge in e.
CARTESIAN COORDINATES (ANGSTROEM)
O  0.375  -1.817  0.682  -0.707
C  1.026  -0.687  0.168  -0.071
C  0.054  0.358  -0.391  -0.038
O  -0.881  -0.252  -1.233  -0.719
C  -0.692  1.228  0.599  0.424
O  -1.857  1.497  0.405  -0.533
H  -0.201  -2.138  -0.026  0.481
H  1.727  -0.958  -0.638  0.171
H  1.618  -0.253  0.983  0.183
H  0.671  1.105  -0.930  0.185
H  -1.714  0.225  -1.046  0.495
H  -0.126  1.693  1.426  0.129

SMILES: O=C[C@H](O)CO
HOMO-LUMO gap in eV: 11.1
Highest occupied orbital energy in eV: -10.5
Charge: 0

---

Version two
The following is a quantum chemistry calculation of a structure of composition C3H6O3, from the OMol25 dataset.

Last column: natural (NBO) charge in e.
CARTESIAN COORDINATES (ANGSTROEM)
C  -0.672  -0.158  0.387  -0.001
C  0.285  -0.878  -0.473  0.057
C  0.188  0.591  -0.568  0.014
H  -2.382  0.661  0.091  0.468
H  -0.467  -0.260  1.502  0.184
H  -0.157  -1.545  -1.287  0.208
H  1.834  -0.502  0.524  0.477
H  -0.241  1.068  -1.430  0.197
H  0.926  1.421  1.156  0.465
O  -2.040  -0.277  0.001  -0.693
O  1.473  -1.371  0.110  -0.692
O  1.252  1.250  -0.014  -0.685

HOMO-LUMO gap in eV: 9.7
Highest occupied orbital energy in eV: -9.5
Charge: 0

---

version one ends up most stable, edging out the next structure by 0.0931 hartree.